Record 1
This record from OMol25 describes a structure of composition C33H36F6Ge2N5O7S2SiTi. The level of theory is ωB97M-V with the def2-TZVPD basis set.

Last column: Löwdin spin population.
Atoms and positions in Å:
Ti1 1.53 0.63 -1.14  0.949
O1 3.89 3.79 -0.19  0.016
C1 3.02 3.00 -0.51  0.008
N1 3.01 1.97 -1.37  -0.001
C2 3.83 1.75 -2.51  0.098
O2 5.02 2.06 -2.61  0.162
C3 3.04 1.13 -3.54  0.192
C4 3.58 0.82 -4.81  0.031
C5 2.76 0.43 -5.83  0.112
C6 1.36 0.31 -5.58  0.123
C7 0.91 0.52 -4.30  0.024
N2 1.69 0.91 -3.28  0.184
C8 1.59 3.25 -0.01  0.011
C9 1.31 4.28 0.86  0.000
C10 -0.02 4.60 1.08  0.011
C11 -1.01 3.91 0.41  0.008
C12 -0.66 2.86 -0.42  0.046
N3 0.62 2.54 -0.61  0.004
H1 4.65 0.94 -4.94  0.000
H2 3.17 0.20 -6.80  0.007
H3 0.67 0.00 -6.35  0.009
H4 -0.13 0.36 -4.05  0.000
H5 2.14 4.81 1.31  0.000
H6 -0.28 5.40 1.76  0.001
H7 -2.06 4.15 0.54  0.003
H8 -1.33 1.03 -1.22  0.028
F1 2.88 0.64 3.21  0.000
C13 3.22 -0.23 2.24  0.002
F2 3.86 0.49 1.30  0.001
F3 4.14 -1.07 2.78  0.001
S1 1.65 -1.13 1.59  0.003
O3 1.33 0.20 0.87  0.024
O4 1.36 -1.54 2.97  0.000
N4 2.48 -2.25 0.75  0.000
S2 3.26 -2.20 -0.56  0.002
O5 3.19 -3.46 -1.24  0.000
O6 3.03 -1.02 -1.39  0.015
C14 5.10 -2.17 -0.25  0.000
F4 5.42 -3.20 0.54  0.000
F5 5.71 -2.34 -1.44  0.000
F6 5.59 -1.06 0.29  0.000
C15 0.02 -3.47 -0.54  0.000
Si1 -0.16 -2.27 -2.06  0.000
C16 -1.99 -2.27 -2.55  0.000
C17 0.82 -2.96 -3.49  0.001
O7 0.26 -0.83 -1.50  0.004
H9 -0.60 -4.36 -0.64  0.000
H10 -1.52 -2.84 0.68  0.000
H11 1.04 -3.78 -0.39  0.000
H12 -2.43 -3.27 -2.50  0.000
H13 -2.10 -1.91 -3.57  0.000
H14 -2.57 -1.61 -1.89  0.000
H15 0.28 -3.82 -3.91  0.000
H16 1.82 -3.27 -3.21  0.000
H17 0.90 -2.20 -4.28  0.001
C18 -4.29 -2.82 1.17  0.000
Ge1 -3.15 -2.09 2.64  0.000
C19 -2.58 -3.72 3.66  0.000
C20 -4.46 -1.18 3.83  0.000
Ge2 -1.56 -0.37 1.79  0.000
C21 -0.90 0.35 3.55  0.000
C22 -0.96 -0.31 4.78  0.000
C23 -0.50 0.29 5.94  0.000
C24 0.05 1.56 5.90  0.000
C25 0.13 2.23 4.69  0.000
C26 -0.35 1.63 3.53  0.000
C27 -1.67 2.08 -1.26  0.069
C28 -1.57 2.60 -2.66  0.229
C29 -2.61 3.22 -3.28  0.019
C30 -3.87 3.35 -2.65  0.329
C31 -4.07 2.77 -1.37  0.019
C32 -3.06 2.15 -0.71  0.222
H18 -3.92 -3.78 0.81  0.000
H19 -4.32 -2.13 0.32  0.000
H20 -5.32 -2.97 1.52  0.000
H21 -2.85 -4.63 3.11  0.000
H22 -3.07 -3.75 4.63  0.000
H23 -1.50 -3.73 3.82  0.000
H24 -5.26 -1.88 4.11  0.000
H25 -4.92 -0.34 3.31  0.000
H26 -3.98 -0.81 4.73  0.000
H27 -1.35 -1.32 4.83  0.000
H28 -0.54 -0.25 6.88  0.000
H29 0.44 2.02 6.81  0.000
H30 0.58 3.22 4.64  0.000
H31 -0.27 2.16 2.59  0.000
H32 -0.61 2.50 -3.15  0.012
H33 -2.47 3.62 -4.28  -0.006
H34 -4.68 3.85 -3.16  0.022
H35 -5.05 2.80 -0.93  -0.006
H36 -3.22 1.67 0.25  0.011
N5 -0.51 -2.73 0.62  0.000
C33 -0.09 -1.67 1.25  0.000

Summary:
Molecular weight   1013.97 g/mol
F_max   1.908 eV/Å
Spin multiplicity   4
Energy relative to the best compared isomer or geometry (same formula, charge and spin)   3.657 eV
Charge   -2
HOMO (alpha / beta)   -0.29 / -2.20 eV
<S²>   3.8046
Calculated total energy   -238591.591 eV

Record 2
This record from OMol25 describes a structure of composition C23H36N4O2S2Sn. The level of theory is ωB97M-V with the def2-TZVPD basis set.

Last column: Mulliken charge in e.
Atoms and positions in Å:
Sn1 -0.40 0.30 -0.99  1.314
C1 3.09 -1.41 2.46  -0.521
C2 3.18 -2.55 1.44  -0.957
N1 1.91 -2.65 0.75  -0.028
C3 0.77 -3.08 1.50  -1.323
C4 0.03 -1.95 2.24  0.724
C5 -0.76 -2.31 3.33  -0.962
C6 -1.39 -1.30 4.04  -0.567
C7 -1.21 0.02 3.67  -1.042
C8 -0.42 0.30 2.55  0.941
C9 -0.23 1.73 2.10  -1.402
N2 0.73 1.88 1.01  0.045
C10 2.12 2.12 1.47  -1.044
C11 2.64 1.02 2.39  -0.600
N3 2.60 -0.26 1.78  0.273
N4 0.15 -0.69 1.86  0.285
H1 4.07 -1.22 2.94  0.481
H2 2.41 -1.69 3.27  0.335
H3 3.45 -3.48 1.96  0.388
H4 3.96 -2.34 0.71  0.420
H5 1.98 -3.06 -0.17  0.276
H6 1.04 -3.83 2.26  0.423
H7 0.03 -3.52 0.82  0.433
H8 -0.87 -3.35 3.61  0.567
H9 -2.00 -1.55 4.90  0.482
H10 -1.66 0.82 4.24  0.561
H11 0.05 2.34 2.97  0.462
H12 -1.21 2.09 1.75  0.475
H13 0.49 2.75 0.52  0.178
H14 2.19 3.07 2.01  0.411
H15 2.75 2.18 0.58  0.441
H16 2.08 0.99 3.34  0.370
H17 3.68 1.29 2.67  0.477
H18 2.72 -0.25 0.77  0.216
O1 -1.26 2.06 -2.17  -0.425
S1 -1.57 3.06 -3.36  0.255
C12 -1.65 4.71 -2.58  -0.633
C13 -3.07 4.87 -2.08  -0.484
C14 -3.95 4.33 -3.19  -0.741
C15 -3.41 2.95 -3.52  -0.389
H19 -1.44 5.42 -3.39  0.428
H20 -0.87 4.80 -1.82  0.363
H21 -3.28 5.92 -1.85  0.388
H22 -3.23 4.30 -1.16  0.209
H23 -3.90 4.99 -4.06  0.349
H24 -5.00 4.28 -2.90  0.344
H25 -3.65 2.64 -4.53  0.423
H26 -3.74 2.21 -2.79  0.193
C16 -7.34 -3.93 -3.53  -1.377
C17 -5.91 -3.65 -3.40  0.809
C18 -4.95 -4.67 -3.58  -0.591
C19 -3.61 -4.40 -3.45  -0.461
C20 -3.19 -3.11 -3.10  0.544
C21 -4.11 -2.09 -2.89  -0.536
C22 -5.45 -2.35 -3.08  -0.578
S2 -1.40 -2.87 -3.02  0.246
C23 -1.25 -2.21 -4.71  -0.898
O2 -1.16 -1.63 -2.13  -0.229
H27 -7.76 -4.22 -2.56  0.373
H28 -7.54 -4.79 -4.17  0.425
H29 -7.91 -3.05 -3.84  0.412
H30 -5.28 -5.67 -3.82  0.484
H31 -2.88 -5.18 -3.61  0.497
H32 -3.77 -1.10 -2.60  0.522
H33 -6.17 -1.54 -2.99  0.450
H34 -1.60 -1.18 -4.72  0.273
H35 -1.85 -2.83 -5.37  0.433
H36 -0.21 -2.25 -5.03  0.391

Summary:
Molecular weight   583.41 g/mol
F_max   1.421 eV/Å
Spin multiplicity   1
Energy relative to the best compared isomer or geometry (same formula, charge and spin)   3.639 eV
Charge   +4
HOMO (alpha / beta)   -19.13 / -19.17 eV
Calculated total energy   -61950.302 eV

Record 3
This record from OMol25 describes a structure of composition C35H30CuGeN2O4. The level of theory is ωB97M-V with the def2-TZVPD basis set.

Last column: Löwdin spin population.
Atoms and positions in Å:
Cu1 -2.95 1.32 -0.09  0.310
O1 -4.74 1.76 0.57  0.016
C1 -4.89 1.46 -0.67  0.007
C2 -6.08 0.87 -1.15  -0.002
C3 -6.29 0.50 -2.49  -0.003
C4 -5.28 0.68 -3.43  0.000
C5 -4.08 1.25 -3.03  0.007
C6 -3.90 1.64 -1.69  0.026
C7 -2.66 2.36 -1.38  0.159
N1 -1.47 1.81 -1.37  0.260
N2 -0.49 2.61 -0.77  0.009
C8 -0.79 2.72 0.49  0.021
O2 -1.83 2.34 1.07  0.018
C9 0.19 3.37 1.44  0.004
C10 1.29 4.06 0.90  0.004
C11 2.25 4.64 1.73  0.001
C12 2.14 4.54 3.11  0.004
C13 1.05 3.86 3.67  0.000
C14 0.09 3.29 2.84  0.004
H1 -6.88 0.70 -0.43  0.001
H2 -7.24 0.06 -2.77  0.000
H3 -5.43 0.39 -4.46  0.000
H4 -3.28 1.42 -3.74  0.001
H5 -2.81 3.41 -1.06  0.050
H6 1.38 4.12 -0.18  0.001
H7 3.09 5.16 1.28  0.000
H8 2.89 4.98 3.76  0.000
H9 0.95 3.77 4.75  0.000
H10 -0.75 2.75 3.28  0.000
O3 -3.02 -1.62 -0.86  -0.002
C15 -2.41 -1.46 0.18  0.002
O4 -2.41 -0.25 0.77  0.025
C16 -1.73 -2.61 0.85  0.002
C17 -0.52 -3.19 0.07  0.000
Ge1 1.11 -2.06 0.04  0.000
C18 1.66 -1.66 1.88  0.000
C19 1.06 -2.31 2.97  0.000
C20 1.46 -2.03 4.28  0.000
C21 2.49 -1.11 4.51  0.000
C22 3.11 -0.47 3.44  0.000
C23 2.70 -0.75 2.13  0.000
C24 0.97 -0.52 -1.14  0.001
C25 -0.17 -0.32 -1.93  0.006
C26 -0.27 0.78 -2.79  0.008
C27 0.79 1.68 -2.89  0.001
C28 1.95 1.48 -2.13  0.003
C29 2.04 0.39 -1.27  0.004
C30 2.51 -3.09 -0.78  0.000
C31 3.68 -3.41 -0.08  0.000
C32 4.69 -4.15 -0.70  0.000
C33 4.53 -4.59 -2.02  0.000
C34 3.36 -4.27 -2.72  0.000
C35 2.36 -3.52 -2.10  0.000
H11 -2.49 -3.41 0.98  0.000
H12 -1.42 -2.29 1.85  0.000
H13 -0.81 -3.47 -0.96  0.000
H14 -0.21 -4.12 0.60  0.000
H15 0.29 -3.05 2.83  0.000
H16 0.99 -2.54 5.11  0.000
H17 2.80 -0.90 5.53  0.000
H18 3.91 0.23 3.62  0.000
H19 3.21 -0.25 1.33  0.000
H20 -0.98 -1.02 -1.90  0.001
H21 -1.16 0.92 -3.40  0.001
H22 0.72 2.53 -3.56  0.001
H23 2.77 2.18 -2.22  0.000
H24 2.95 0.25 -0.72  0.000
H25 3.83 -3.08 0.94  0.000
H26 5.59 -4.40 -0.16  0.000
H27 5.31 -5.16 -2.50  0.000
H28 3.24 -4.61 -3.74  0.000
H29 1.46 -3.28 -2.65  0.000
H30 -3.42 2.71 -0.85  0.047

Summary:
Molecular weight   678.79 g/mol
F_max   10.433 eV/Å
Spin multiplicity   2
Charge   -2
HOMO (alpha / beta)   0.74 / -0.43 eV
<S²>   0.7588
Calculated total energy   -149097.757 eV

> Which of these has the highest spin multiplicity?

C33H36F6Ge2N5O7S2SiTi